Entry 1:
Here is a molecular structure, C12H14ClFeIN2 from the OMol25 dataset. Energies are from ωB97M-V/def2-TZVPD.

XYZ file:
```
31
Properties=species:S:1:pos:R:3:forces:R:3:nbo_charge:R:1
C -2.107675 -0.485962 3.266205 -0.300 -0.033 0.366 -0.658
C -3.039370 -0.226707 2.063248 -0.339 0.098 0.510 -0.635
H -1.640012 -1.478630 3.227369 -0.294 0.511 0.162 0.222
H -2.695362 -0.447884 4.191842 0.079 0.058 -0.137 0.208
H -1.325380 0.272903 3.345143 -0.174 -0.262 0.021 0.225
H -2.784360 -0.757696 1.132421 0.068 0.131 0.281 0.187
H -4.045329 -0.576286 2.328431 0.120 0.039 -0.247 0.218
H -3.103642 0.843525 1.851032 -0.016 -0.086 -0.012 0.213
C 2.585978 -1.453205 0.345150 -0.363 -0.012 -0.439 0.080
C 3.664264 -2.055516 -0.313042 -0.332 0.082 -0.079 -0.237
C 3.556640 -2.317381 -1.683350 -0.230 0.197 0.308 -0.149
C 2.405210 -1.916164 -2.358033 -0.429 0.115 0.140 -0.212
H 2.604805 -1.235427 1.423971 -0.003 -0.189 -0.609 0.222
H 4.551065 -2.319480 0.258974 -0.175 0.026 -0.212 0.233
H 4.353943 -2.822920 -2.225971 -0.142 0.160 0.173 0.228
H 2.275244 -2.074425 -3.429707 0.269 -0.065 0.383 0.219
N 1.454377 -1.111952 -0.297059 0.880 -0.174 -0.659 -0.493
C 1.366063 -1.304817 -1.644381 1.370 -0.451 1.434 0.159
C 0.160586 -0.766486 -2.258244 -1.621 0.807 -0.068 0.181
N -0.759093 -0.268794 -1.382684 -0.165 0.496 -1.009 -0.514
C -1.809513 0.441381 -1.845833 0.732 -0.672 -0.353 0.075
C -1.146825 0.011091 -4.124934 0.173 -0.185 0.439 -0.143
C -2.037317 0.592174 -3.216310 0.114 -0.070 0.036 -0.243
H -2.454953 0.888107 -1.085899 0.134 -0.219 -0.282 0.224
H -2.906192 1.150097 -3.558280 0.221 -0.109 0.057 0.234
C -0.023576 -0.663876 -3.640146 -0.164 0.084 0.418 -0.214
H 0.725711 -1.104478 -4.294101 -0.342 0.240 -0.037 0.222
H -1.301222 0.077189 -5.200186 -0.059 0.089 0.260 0.229
Fe -0.439865 -0.562875 0.710788 0.630 0.124 -0.779 1.154
I -0.902626 -2.928903 1.240190 0.019 -1.809 -0.173 -0.584
Cl -0.128274 1.410597 1.517253 0.340 1.078 0.106 -0.649
```
Positions in Å, forces in eV/Å.

Summary:
2S+1: 5
Relative energy (zero: lowest compared OMol25 entry of this formula, charge and spin) (kcal per mole): 6.7
Gap between HOMO and LUMO (spin up / spin down) (eV): 7.30 / 7.26
⟨S²⟩: 6.013



Entry 2:
Here is a molecular structure, C24H24Cl7GaN3O2S from the OMol25 dataset. Energies are from ωB97M-V/def2-TZVPD.

XYZ file:
```
62
Properties=species:S:1:pos:R:3:forces:R:3:nbo_charge:R:1
Ga 1.650861 -0.821522 -0.771011 -0.188 0.002 0.938 1.677
Cl 6.426953 -0.061894 -0.612174 0.043 0.057 -0.042 0.070
C 5.380593 -0.460502 0.685982 -0.315 -0.046 -0.066 -0.078
C 5.901865 -0.568698 1.988916 0.006 -0.017 0.214 -0.198
C 5.112123 -0.925295 3.046921 0.118 0.025 -0.242 -0.040
Cl 5.787788 -1.040237 4.628735 0.029 -0.023 0.081 0.044
C 3.740880 -1.212560 2.843649 -0.100 0.031 -0.122 -0.123
C 2.841614 -1.658351 3.829177 -0.140 -0.016 -0.042 -0.073
C 1.535579 -1.927120 3.493920 0.063 0.043 0.129 -0.276
C 1.107152 -1.722083 2.179790 -0.051 0.007 -0.117 0.101
N 1.925267 -1.289002 1.242371 -0.092 0.006 -0.240 -0.570
C 3.229813 -1.057695 1.535903 0.180 -0.003 0.309 0.186
C 4.042392 -0.678111 0.438976 0.201 0.080 -0.062 0.272
O 3.484399 -0.579327 -0.764585 -0.105 0.040 -0.165 -0.836
H 6.952319 -0.362608 2.140814 -0.001 -0.018 0.021 0.256
H 3.191023 -1.799177 4.843011 0.006 -0.003 -0.001 0.248
H 0.835653 -2.291372 4.232159 0.004 -0.005 -0.012 0.242
H 0.086268 -1.920632 1.876251 0.003 -0.035 0.001 0.215
Cl -1.042602 -4.276408 -6.309168 0.002 -0.001 -0.026 0.090
C -0.567145 -3.693606 -4.770406 -0.026 0.001 0.045 -0.112
C 0.350900 -2.651097 -4.670511 -0.015 0.009 -0.022 -0.052
Cl 1.000439 -1.917137 -6.074452 0.051 0.003 -0.012 0.090
C 0.726364 -2.193834 -3.415458 -0.262 -0.285 0.075 -0.144
Cl 1.879356 -0.916564 -3.237414 0.183 0.153 -0.425 0.155
C 0.199257 -2.726951 -2.236984 0.170 -0.053 -0.073 0.261
O 0.520783 -2.260947 -1.038142 0.177 0.055 -0.077 -0.853
C -0.727681 -3.766825 -2.356235 0.046 -0.051 -0.063 -0.046
Cl -1.398288 -4.407245 -0.910849 -0.042 0.006 0.056 0.054
C -1.103624 -4.251512 -3.605887 0.051 0.076 0.015 -0.085
Cl -2.243075 -5.522877 -3.713780 -0.005 -0.012 -0.003 0.096
C -0.511140 4.814148 1.719905 -0.152 -0.078 0.026 -0.614
C -1.634936 3.936285 2.271101 0.161 0.030 0.065 -0.402
C -1.121931 2.785296 3.137449 -0.083 0.011 -0.202 -0.404
C -0.299442 1.755690 2.370954 0.037 0.100 0.229 -0.227
N -1.160317 0.967462 1.486588 0.042 -0.059 -0.041 -0.558
C -0.948173 0.634558 0.217693 0.063 0.136 -0.092 0.409
S 0.489729 1.201922 -0.608922 0.120 -0.128 -0.021 -0.236
N -1.875357 -0.052887 -0.424094 -0.038 -0.091 0.079 -0.543
C -1.927577 -0.402104 -1.843936 -0.252 -0.152 -0.223 -0.232
C -3.324193 -0.180722 -2.423550 0.121 0.278 0.014 -0.405
C -3.681191 1.278775 -2.723007 -0.017 -0.058 0.202 -0.399
C -3.777021 2.190366 -1.497791 -0.009 -0.077 -0.188 -0.611
H -0.919117 5.728199 1.290763 0.040 -0.001 -0.040 0.228
H 0.055815 4.307971 0.936390 0.050 0.021 0.017 0.199
H 0.176769 5.097407 2.518578 0.035 0.028 -0.036 0.209
H -2.238135 3.546643 1.445239 -0.069 0.014 0.031 0.193
H -2.295614 4.548306 2.886889 -0.058 -0.020 -0.045 0.221
H -1.964588 2.284253 3.626399 0.052 -0.014 0.068 0.202
H -0.487574 3.184439 3.931322 -0.022 -0.015 0.036 0.226
H 0.203088 1.086917 3.073209 0.026 -0.075 -0.066 0.207
H 0.455985 2.244923 1.765156 0.060 -0.057 -0.015 0.238
H -2.035172 0.676741 1.903255 -0.053 0.020 -0.056 0.401
H -2.698011 -0.326061 0.098009 0.010 0.015 0.038 0.403
H -1.654215 -1.453137 -1.952482 -0.104 0.222 0.072 0.222
H -1.198445 0.204213 -2.378119 0.063 0.001 0.044 0.229
H -4.072124 -0.620343 -1.754004 -0.016 -0.059 -0.036 0.199
H -3.367684 -0.743986 -3.357162 -0.033 -0.082 0.031 0.232
H -4.644084 1.284857 -3.236285 0.026 0.017 -0.055 0.219
H -2.946260 1.689029 -3.420235 -0.025 -0.015 -0.052 0.205
H -4.455029 1.770606 -0.749985 0.024 0.019 0.040 0.197
H -4.170055 3.164019 -1.788512 0.005 0.014 0.050 0.231
H -2.801198 2.357392 -1.040356 0.002 0.030 0.057 0.188
```
Positions in Å, forces in eV/Å.

Summary:
Net charge: +1
2S+1: 1
Gap between HOMO and LUMO (eV): 7.56



Entry 3:
Here is 2 unconnected molecules or ions with the total composition C7H11N4S from the OMol25 dataset. Energies are from ωB97M-V/def2-TZVPD.

XYZ file:
```
23
Properties=species:S:1:pos:R:3:forces:R:3:nbo_charge:R:1
C 0.498719 2.044068 -1.324919 0.187 -2.120 0.011 -0.080
C 1.344515 2.232558 -0.185916 0.092 -0.761 -0.997 -0.291
C 0.153357 0.696778 -1.611608 -0.440 3.225 -1.264 -0.304
C 2.004877 1.183208 0.429801 -2.251 0.372 -0.530 0.095
C 0.562992 -0.367665 -0.876213 2.228 -1.394 2.692 0.436
C -1.822204 0.244191 2.199668 2.976 1.898 -1.444 -0.006
C -0.751289 -2.405828 -1.156525 3.378 0.582 1.650 0.364
N 1.532796 -0.079491 0.179205 0.174 0.229 -0.956 -0.471
N -1.895865 0.531461 0.931186 -0.316 -2.830 2.432 -0.663
N 0.352605 -1.654188 -1.107874 -0.936 -1.099 -0.560 -0.548
N -1.864727 -2.004927 -0.580394 -0.430 -0.683 -0.571 -0.757
S 2.171492 -1.255713 1.271452 -0.862 -0.672 0.160 0.256
H 0.166594 2.809488 -2.082618 0.359 -0.553 1.499 0.266
H 1.503956 3.163878 0.246669 0.596 1.775 0.087 0.242
H -0.441439 0.484380 -2.489849 -0.067 -0.031 0.042 0.253
H 2.775177 1.326052 1.208758 -0.730 -0.245 -0.551 0.257
H -1.658941 -0.743121 2.600302 -1.398 -0.987 -0.596 0.181
H -1.352218 0.895776 2.981639 -1.038 0.493 -0.767 0.165
H -0.461161 -3.486950 -1.366066 -1.379 1.422 -0.284 0.241
H -1.636752 1.436802 0.616667 -0.189 1.341 0.417 0.367
H -2.636172 -2.636472 -0.498910 -0.299 -0.166 -0.015 0.416
H 3.392767 -1.337706 0.768359 0.414 -0.028 -0.450 0.136
H -1.939076 -1.076587 -0.152808 -0.070 0.229 -0.005 0.444
```
Positions in Å, forces in eV/Å.

Summary:
Net charge: +1
2S+1: 1
Relative energy (zero: lowest compared OMol25 entry of this formula, charge and spin) (kcal per mole): 43.8
Gap between HOMO and LUMO (eV): 8.35



Number 1: largest force on an atom 0.03955 Eh/bohr, E -2596.8690 hartree. Number 2: largest force on an atom 0.01860 Eh/bohr, E -6787.9641 hartree. Number 3: largest force on an atom 0.07416 Eh/bohr, E -890.2244 hartree.